# 1
This record from the Open Molecules 2025 dataset describes 2 unconnected molecules or ions with the total composition C9H18N2 in a non-equilibrium geometry. The level of theory is the ωB97M-V functional and the def2-TZVPD basis.

Atoms and positions in Å:
1 C 2.960 0.451 -2.197
2 C 1.766 0.493 -1.173
3 C 0.540 -0.182 -1.658
4 C -0.629 0.294 -2.200
5 N -1.344 -0.816 -2.599
6 C -0.614 -1.942 -2.188
7 N 0.445 -1.551 -1.559
8 H 3.092 -0.543 -2.639
9 H 3.870 0.606 -1.615
10 H 2.849 1.255 -2.912
11 H 2.059 0.036 -0.214
12 H 1.609 1.556 -0.983
13 H -1.050 1.284 -2.261
14 H -2.250 -0.852 -3.034
15 H -1.153 -2.876 -2.181
16 C -1.147 -1.015 1.253
17 C -0.523 0.175 1.967
18 C -1.170 1.505 1.590
19 C -0.547 0.094 3.485
20 H -1.064 -0.962 0.178
21 H -2.218 -1.168 1.438
22 H -0.614 -1.894 1.641
23 H 0.491 0.200 1.580
24 H -2.114 1.748 2.072
25 H -0.461 2.237 2.000
26 H -1.185 1.747 0.523
27 H -1.542 0.239 3.912
28 H -0.200 -0.903 3.791
29 H 0.144 0.783 3.984

- SMILES: CCc1c[nH]cn1.CC(C)C
- E_tot: -12604.9029 eV
- Energy above the lowest of the compared OMol25 structures with the same formula, charge and spin: 37.3 kJ/mol
- HOMO energy: -8.63 eV

***

# 2
This record from the Open Molecules 2025 dataset describes C9H18N2O in the gas phase in a non-equilibrium geometry. The level of theory is the ωB97M-V functional and the def2-TZVPD basis.

Atoms and positions in Å:
1 C 1.068 0.360 -2.157
2 C 0.720 -0.515 -0.939
3 C 1.669 -1.736 -0.909
4 C -0.670 -1.110 -1.063
5 C -1.790 -0.095 -0.891
6 C -1.513 0.920 0.199
7 C -0.387 0.570 1.159
8 C -0.090 1.809 1.999
9 C -0.861 -0.551 2.128
10 N 0.836 0.227 0.299
11 N 1.960 0.679 0.808
12 O 2.989 0.462 0.202
13 H 2.163 0.684 -2.105
14 H 0.871 -0.264 -3.066
15 H 0.395 1.251 -2.204
16 H 2.742 -1.560 -0.908
17 H 1.412 -2.283 -1.841
18 H 1.388 -2.350 0.005
19 H -0.840 -1.973 -0.393
20 H -0.722 -1.501 -2.131
21 H -1.971 0.427 -1.829
22 H -2.768 -0.622 -0.707
23 H -1.296 1.857 -0.330
24 H -2.370 1.096 0.856
25 H 0.741 1.655 2.730
26 H -0.977 2.181 2.559
27 H 0.299 2.630 1.405
28 H -1.246 -1.406 1.553
29 H -1.644 -0.084 2.696
30 H -0.108 -0.758 2.873

- SMILES: CC1(C)CCCC(C)(C)N1N=O
- E_tot: -14650.6066 eV
- Energy above the lowest of the compared OMol25 structures with the same formula, charge and spin: 117.5 kJ/mol
- HOMO energy: -8.57 eV